Computed, not measured: a structure of composition C18H28As2O10S4Sn in a non-equilibrium geometry, with the ωB97M-V functional and the def2-TZVPD basis.

Structure (XYZ):
```
63
Properties=species:S:1:pos:R:3:nbo_charge:R:1
Sn 0.61704 -0.54550 0.70855 1.218
S 1.21769 1.27651 3.00935 -0.106
S 1.47606 3.12927 2.66971 0.324
S 1.08764 3.56478 0.70893 0.309
S 0.52295 2.03262 -0.31165 -0.215
C -0.58241 -3.70006 -0.22784 -0.250
O 0.06256 -2.50086 -0.68429 -0.618
C 0.38162 -2.52072 -2.07442 -0.101
C 0.79352 -1.11562 -2.41889 -0.096
O 1.77188 -0.64358 -1.47941 -0.611
C 3.11352 -1.09318 -1.74838 -0.257
H -1.52247 -3.83737 -0.75920 0.209
H -0.77594 -3.58369 0.83609 0.194
H 0.07606 -4.55439 -0.38187 0.210
H -0.49576 -2.79743 -2.66449 0.227
H 1.17305 -3.25275 -2.25187 0.203
H -0.06914 -0.45129 -2.31369 0.203
H 1.16395 -1.03980 -3.44198 0.229
H 3.45829 -0.64853 -2.68039 0.214
H 3.15674 -2.18007 -1.81013 0.195
H 3.73965 -0.75275 -0.92859 0.213
C -4.53803 -1.27275 -3.52818 -0.260
O -4.46845 -0.44626 -2.33567 -0.482
C -3.50835 -0.67863 -1.47482 0.780
O -2.58501 -1.45651 -1.63431 -0.648
C -3.56882 0.17365 -0.24336 -0.448
C -4.53940 1.04518 0.02165 -0.279
As -4.49294 2.43386 1.44466 0.998
C -2.89444 3.31216 0.73231 -0.946
C -3.50296 1.42106 2.83622 -0.276
C -2.55292 0.50930 2.62767 -0.494
As -2.19957 -0.45826 0.98235 0.882
C -3.09860 -2.11002 1.47870 -0.899
C -1.77314 0.00378 3.80604 0.765
O -1.79022 0.48325 4.90172 -0.539
O -0.96958 -1.03966 3.46741 -0.561
C -0.28107 -1.65819 4.59033 -0.265
C -4.10566 1.61254 4.22077 0.764
O -4.90147 0.79368 4.56654 -0.502
O -3.84643 2.70622 4.93511 -0.467
C -2.81650 3.59132 4.48523 -0.260
C -5.90310 0.93351 -0.64305 0.757
O -6.63050 0.07565 -0.24669 -0.502
O -6.28583 1.83878 -1.54277 -0.471
C -5.37123 2.87523 -1.92209 -0.265
H -5.08494 -0.68720 -4.25756 0.223
H -5.08463 -2.17975 -3.28547 0.215
H -3.53957 -1.50876 -3.87986 0.203
H -3.15475 3.86123 -0.17186 0.248
H -2.13480 2.56977 0.50582 0.199
H -2.51886 4.01709 1.47356 0.239
H -4.03008 -1.81471 1.95849 0.268
H -2.48340 -2.67971 2.16842 0.249
H -3.29381 -2.68718 0.58036 0.255
H 0.24442 -2.51256 4.17730 0.205
H -1.00641 -1.97399 5.33381 0.229
H 0.40958 -0.95281 5.04574 0.206
H -2.66230 4.29893 5.29208 0.235
H -3.13482 4.13800 3.59647 0.172
H -1.89288 3.04043 4.30064 0.180
H -5.80201 3.34566 -2.79833 0.236
H -4.39380 2.46172 -2.17512 0.180
H -5.28683 3.62074 -1.13094 0.182
```

Output
gap between HOMO and LUMO (spin up / spin down)	5.8 / 5.6	eV
total energy	-210426.611	eV
relative energy (zero: lowest compared OMol25 entry of this formula, charge and spin)	0.00	kJ/mol
total charge	+2
spin multiplicity	1

Computed, not measured: an isolated molecule of C19H20N2O5S in a non-equilibrium geometry, with the ωB97M-V functional and the def2-TZVPD basis.

Structure (XYZ):
```
47
Properties=species:S:1:pos:R:3:nbo_charge:R:1
C 4.47495 -2.99855 -1.33626 -0.636
C 3.52040 -1.92967 -0.90464 0.007
C 3.97470 -0.85231 -0.14929 -0.220
C 3.10368 0.14351 0.25294 -0.164
C 1.77085 0.06063 -0.10130 -0.351
C 1.29568 -0.99633 -0.85180 -0.192
C 2.17554 -1.98674 -1.25356 -0.156
H 1.80812 -2.81516 -1.84043 0.214
H 0.25289 -1.03830 -1.12004 0.245
S 0.66385 1.33954 0.45635 2.317
O 1.35514 2.59794 0.44451 -0.933
O 0.02830 0.94436 1.68760 -0.967
N -0.52967 1.28934 -0.71255 -0.873
H -0.25028 1.77431 -1.55127 0.416
C -1.89796 1.57322 -0.30141 -0.100
C -2.31685 2.93589 -0.76622 0.259
C -1.60080 4.09735 -0.81772 -0.316
C -2.47995 5.07587 -1.34422 -0.305
C -3.65776 4.43651 -1.57054 0.087
O -3.56839 3.13922 -1.22573 -0.400
H -4.59795 4.77496 -1.95758 0.206
H -2.25954 6.10769 -1.52385 0.231
H -0.58387 4.23108 -0.50724 0.247
H -1.88883 1.56963 0.79596 0.242
C -2.83781 0.47988 -0.81320 -0.486
C -2.47914 -0.95532 -0.43613 0.682
O -2.84826 -1.88136 -1.13178 -0.634
N -1.81059 -1.13485 0.72151 -0.634
H -1.36718 -0.36939 1.21235 0.426
C -1.51567 -2.46775 1.21386 -0.280
C -0.06378 -2.68189 1.49255 0.268
C 0.81050 -2.01949 2.30463 -0.316
C 2.04687 -2.70008 2.19174 -0.301
C 1.83052 -3.72641 1.32698 0.078
O 0.55837 -3.72218 0.89673 -0.403
H 2.46982 -4.50356 0.95850 0.201
H 2.96251 -2.45777 2.69041 0.227
H 0.60553 -1.14691 2.88907 0.244
H -2.09288 -2.63731 2.13296 0.209
H -1.84801 -3.17809 0.45142 0.261
H -3.84345 0.66986 -0.43052 0.245
H -2.89342 0.51618 -1.90303 0.236
H 3.43718 0.99026 0.83127 0.238
H 5.01785 -0.79706 0.12447 0.216
H 5.06094 -3.34924 -0.48899 0.222
H 3.94617 -3.84067 -1.77379 0.218
H 5.16828 -2.60356 -2.07829 0.228
```

Output
gap between HOMO and LUMO	9.1	eV
total energy	-44079.649	eV
relative energy (zero: lowest compared OMol25 entry of this formula, charge and spin)	261.49	kJ/mol
total charge	0
spin multiplicity	1

Computed, not measured: a cluster of 4 separate species, C19H43F3NO8 in total in a non-equilibrium geometry, with the ωB97M-V functional and the def2-TZVPD basis.

Structure (XYZ):
```
74
Properties=species:S:1:pos:R:3:mulliken_charge:R:1
F 1.72716 -4.17321 -3.09040 -0.261
C 0.50264 -3.58288 -3.46472 0.661
F 0.35493 -3.86635 -4.83274 -0.255
F -0.55845 -4.13708 -2.74753 -0.227
C 0.69005 -2.00523 -3.24288 0.561
O 0.00162 -1.29650 -4.27961 -0.440
C -1.33026 -0.94080 -3.89924 -0.306
C -2.43633 -2.02246 -4.35058 -0.572
N -3.63721 -2.02252 -3.45046 0.004
C -4.75435 -2.97946 -3.75697 -0.519
C -5.65342 -2.62070 -2.45556 -0.362
O -4.63940 -2.95703 -1.43948 -0.358
C -3.43172 -2.32981 -1.96956 -0.267
H 0.38738 -1.72566 -2.18750 -0.073
H 1.81119 -1.79721 -3.32589 -0.183
H -1.35803 -0.69271 -2.79308 0.197
H -1.60054 0.02207 -4.45418 0.332
H -2.00019 -3.05807 -4.53050 0.369
H -2.81253 -1.67865 -5.37580 0.334
H -4.01871 -1.07040 -3.53289 0.430
H -5.25052 -2.93697 -4.77006 0.362
H -4.34757 -3.99783 -3.43530 0.358
H -5.71409 -1.48401 -2.30372 0.255
H -6.62722 -3.18528 -2.41997 0.370
H -2.43940 -2.81607 -1.69210 0.205
H -3.49586 -1.29929 -1.47303 0.380
C 4.28143 0.79359 -2.31303 -0.820
O 4.08373 -0.60867 -2.18972 -0.124
C 4.94340 -1.35462 -3.05241 -0.446
C 6.11339 -1.95406 -2.28508 -0.637
O 6.99758 -0.94077 -1.81609 -0.377
C 6.82694 -0.67176 -0.43147 -0.614
H 3.74261 1.28581 -1.50202 0.140
H 5.33793 1.06052 -2.24107 0.382
H 3.87635 1.14441 -3.26767 0.344
H 5.29604 -0.73496 -3.88326 0.379
H 4.34416 -2.16977 -3.47192 0.314
H 6.68981 -2.58924 -2.96474 0.386
H 5.76098 -2.57967 -1.45821 0.338
H 7.22798 -1.49929 0.16129 0.329
H 5.77681 -0.50932 -0.17703 0.210
H 7.38634 0.23321 -0.19094 0.246
C 0.97564 0.88930 0.54048 -0.744
O 0.20372 -0.26251 0.22066 -0.285
C 0.27314 -1.26142 1.23857 -0.459
C -0.98570 -1.26817 2.09486 -0.550
O -1.08749 -0.08088 2.87353 -0.286
C -2.01855 0.84484 2.33139 -0.505
H 0.72657 1.67519 -0.17395 0.267
H 0.75999 1.25334 1.54721 0.340
H 2.04169 0.65861 0.45155 0.191
H 1.16638 -1.12753 1.85644 0.371
H 0.35800 -2.22810 0.73076 0.399
H -0.92745 -2.10516 2.79747 0.389
H -1.88026 -1.40924 1.47741 0.197
H -3.03900 0.48110 2.48848 0.323
H -1.84623 1.01648 1.26592 0.269
H -1.90051 1.79279 2.85840 0.045
C 0.11823 5.51242 4.73661 -0.788
O -0.65523 4.36408 4.41748 -0.339
C -0.58596 3.36328 5.43128 -0.454
C -1.84301 3.35803 6.28991 -0.508
O -1.94024 4.54370 7.07372 -0.373
C -2.86970 5.47327 6.53556 -0.718
H -0.13172 6.29952 4.02402 0.248
H -0.09405 5.87550 5.74472 0.342
H 1.18410 5.28075 4.64463 0.311
H 0.30938 3.49260 6.04801 0.387
H -0.50487 2.39830 4.91994 0.292
H -1.78598 2.51855 6.98998 0.397
H -2.73834 3.22168 5.67370 0.307
H -3.89095 5.11237 6.69179 0.321
H -2.69761 5.64730 5.47082 0.315
H -2.74859 6.41877 7.06580 0.252
```

Output
gap between HOMO and LUMO	7.5	eV
total energy	-46409.945	eV
total charge	+1
spin multiplicity	1

Computed, not measured: an isolated molecule of C4H8NO4P in a non-equilibrium geometry, with the ωB97M-V functional and the def2-TZVPD basis.

Structure (XYZ):
```
18
Properties=species:S:1:pos:R:3:nbo_charge:R:1
C -1.19576 1.19480 0.23932 0.785
C -1.58750 -0.26127 0.20367 -0.133
C -2.68862 -0.65141 -0.79993 -0.606
C 3.27256 0.32733 0.90428 -0.261
N -0.30329 -0.97302 -0.01809 -0.995
O -1.96547 2.11702 0.43531 -0.560
O 1.51346 0.24330 -1.72301 -1.032
O 0.07539 1.39395 0.00789 -0.740
O 1.91984 -0.16037 0.95845 -0.779
P 0.99000 0.05942 -0.35082 2.433
H -1.94858 -0.37720 1.15002 0.214
H -2.33821 -0.84926 -1.78644 0.219
H -3.32197 0.12247 -0.77748 0.230
H -3.13175 -1.63207 -0.64584 0.217
H 3.32453 1.31110 0.39462 0.196
H 4.04480 -0.37731 0.30932 0.194
H 3.58733 0.44481 1.89891 0.199
H -0.24677 -1.93229 -0.40017 0.422
```

Output
gap between HOMO and LUMO	10.9	eV
total energy	-23248.458	eV
relative energy (zero: lowest compared OMol25 entry of this formula, charge and spin)	0.00	kJ/mol
total charge	0
spin multiplicity	1

Computed, not measured: an isolated molecule of C20H23N3O4S, with the ωB97M-V functional and the def2-TZVPD basis.

Structure (XYZ):
```
51
Properties=species:S:1:pos:R:3:nbo_charge:R:1
C -2.62172 -5.44480 0.17129 -0.617
C -2.69843 -3.93201 0.30154 -0.062
O -1.80676 -3.37381 -0.64490 -0.498
C -1.67140 -2.02786 -0.71156 0.306
C -2.36980 -1.11783 0.06960 -0.348
C -2.14874 0.25172 -0.05527 0.198
C -1.26792 0.72585 -1.03380 0.212
C -0.55756 -0.19518 -1.79620 -0.235
C -0.73982 -1.54997 -1.63592 -0.215
H -0.19036 -2.26422 -2.22758 0.220
H 0.13834 0.18326 -2.52945 0.227
O -1.03275 2.07183 -1.23467 -0.538
C -2.11186 2.80507 -1.80096 -0.057
C -2.42118 2.37515 -3.23037 -0.640
H -2.74865 1.33739 -3.25124 0.213
H -1.53432 2.47173 -3.85187 0.210
H -3.20898 3.00228 -3.63787 0.218
H -1.77409 3.84390 -1.77829 0.190
H -3.01274 2.71873 -1.18192 0.177
N -2.83404 1.11731 0.81072 -0.672
C -2.38266 2.28053 1.39298 0.796
O -3.15602 3.14880 1.73951 -0.637
N -1.03222 2.40032 1.58947 -0.631
C -0.06101 1.40118 1.48610 0.151
C 1.11881 1.65788 0.79986 -0.213
C 2.06338 0.65769 0.60195 0.139
C 1.79692 -0.61972 1.11078 -0.209
C 0.65743 -0.85094 1.86474 -0.195
C -0.26436 0.15297 2.07019 -0.232
H -1.15001 -0.02837 2.65759 0.224
H 0.50541 -1.83320 2.28310 0.224
S 2.90407 -1.94686 0.76406 0.283
C 3.35456 -1.33406 -0.88159 -0.619
C 3.99144 0.03135 -0.75444 0.677
O 5.06288 0.29300 -1.25832 -0.601
N 3.26645 0.94795 -0.05282 -0.437
C 3.78131 2.30167 0.00703 -0.419
H 3.66044 2.70052 1.01314 0.207
H 4.83906 2.25939 -0.24999 0.252
H 3.27431 2.94883 -0.71146 0.196
H 4.06728 -2.02839 -1.32134 0.259
H 2.44495 -1.28925 -1.48499 0.236
H 1.26566 2.63538 0.37196 0.221
H -0.71727 3.35128 1.71581 0.415
H -3.82512 0.96042 0.93128 0.416
H -3.07883 -1.44669 0.81313 0.222
H -3.72260 -3.58564 0.10426 0.171
H -2.41067 -3.62301 1.31591 0.170
H -1.60692 -5.78162 0.36299 0.216
H -2.90183 -5.74498 -0.83450 0.215
H -3.29480 -5.91195 0.88439 0.214
```

Output
gap between HOMO and LUMO	8.5	eV
total energy	-44609.892	eV
relative energy (zero: lowest compared OMol25 entry of this formula, charge and spin)	31.39	kJ/mol
total charge	0
spin multiplicity	1

Computed, not measured: a cluster of 15 separate species, C16H65N11O15 in total in a non-equilibrium geometry, with the ωB97M-V functional and the def2-TZVPD basis.

Structure (XYZ):
```
107
Properties=species:S:1:pos:R:3:mulliken_charge:R:1
C -7.05243 0.71960 3.92399 -1.330
C -8.08745 0.28589 2.81132 0.507
C -8.85957 1.45392 2.15707 -0.833
O -9.99365 0.91973 1.53384 -0.353
C -10.92246 1.86124 0.97476 -0.801
N -7.43122 -0.39419 1.77295 -0.713
H -7.62290 1.04464 4.79406 0.374
H -6.37535 1.53486 3.66900 0.301
H -6.46561 -0.13989 4.24808 0.336
H -8.81818 -0.22269 3.44018 0.165
H -8.26862 2.02941 1.44455 0.379
H -9.12005 2.27527 2.82462 0.452
H -11.38112 1.59447 0.02262 0.284
H -10.51433 2.84768 0.75456 0.335
H -11.73063 2.04835 1.68184 0.287
H -7.26179 -1.31228 2.15831 0.280
H -8.27197 -0.60127 1.25301 0.332
C 1.13880 0.83768 -1.34607 -1.559
C 0.69177 -0.48377 -0.73155 0.609
C -0.17784 -0.23790 0.52520 -0.832
O -0.02423 -1.20056 1.57394 -0.281
C -1.31452 -1.52752 2.08106 -0.785
N 0.01493 -1.28205 -1.71809 -0.627
H 1.83415 0.70704 -2.17524 0.380
H 1.75231 1.30769 -0.57743 0.419
H 0.33006 1.48164 -1.69153 0.349
H 1.64566 -0.94429 -0.47440 0.216
H -1.20335 -0.01364 0.23172 0.409
H 0.13861 0.75234 0.85290 0.313
H -1.95349 -1.90505 1.28276 0.336
H -1.79144 -0.61360 2.43518 0.321
H -1.16563 -2.25557 2.87848 0.233
H -0.76982 -0.77562 -2.10253 0.249
H -0.44503 -1.99918 -1.17563 0.244
C -1.16651 3.40915 6.26745 -1.317
C 0.27689 4.01076 6.22364 0.572
C 1.05938 3.47734 4.96203 -0.754
O 2.33480 4.14772 4.93106 -0.331
C 3.04316 3.82473 3.75331 -0.710
N 0.07627 5.46313 6.14803 -0.736
H -1.56241 3.79586 7.20651 0.337
H -1.10506 2.32473 6.17606 0.303
H -1.97687 3.72530 5.61058 0.369
H 0.85082 3.90707 7.14449 0.266
H 0.55083 3.69713 4.02332 0.381
H 1.10390 2.39218 5.05447 0.342
H 3.24601 2.75597 3.82201 0.303
H 3.99707 4.33865 3.87186 0.260
H 2.52405 4.07321 2.82763 0.289
H 0.86864 6.01249 5.84729 0.217
H -0.29582 5.78955 7.02843 0.214
O 6.73383 5.12353 -2.88471 -0.646
H 6.43856 4.27912 -2.54409 0.333
H 6.89768 4.96339 -3.81409 0.314
O -3.15658 -5.35222 -2.77584 -0.630
H -3.93631 -4.97017 -2.37296 0.310
H -3.48778 -6.09103 -3.28641 0.318
O 1.57574 -2.12006 -6.37007 -0.633
H 1.37152 -1.19423 -6.23832 0.314
H 1.28683 -2.54670 -5.56338 0.314
O 1.02011 -5.46195 7.21423 -0.636
H 1.26513 -4.54185 7.11618 0.330
H 0.49479 -5.65450 6.43756 0.307
O -1.42661 5.04629 -4.91862 -0.623
H -1.16025 5.92090 -4.63519 0.314
H -2.33178 5.15395 -5.21069 0.314
O 1.94897 -5.13475 1.83863 -0.627
H 1.39606 -5.90760 1.72361 0.317
H 1.34072 -4.39665 1.80022 0.313
O 1.97411 -1.53494 6.27113 -0.628
H 1.18665 -1.47322 5.73045 0.301
H 1.84916 -0.87517 6.95328 0.324
O -1.06641 1.36325 -6.76433 -0.633
H -1.72540 1.62548 -7.40714 0.309
H -0.89448 2.15785 -6.25907 0.323
C 5.79033 -5.23910 -2.61269 0.635
O 6.71897 -5.38940 -3.39237 -0.687
N 4.92652 -4.26504 -2.69824 -0.371
N 5.65196 -5.99493 -1.57268 -0.378
H 4.30528 -4.00598 -1.94522 0.175
H 5.18052 -3.53015 -3.34285 0.230
H 4.85133 -5.83219 -0.97887 0.164
H 6.25154 -6.80747 -1.55339 0.228
C 6.60453 -0.56120 -6.62807 0.670
O 6.06341 0.21350 -5.90749 -0.648
N 7.91585 -0.60675 -6.81859 -0.405
N 6.03468 -1.58198 -7.14994 -0.391
H 8.48027 0.15572 -6.47191 0.215
H 8.33903 -1.25433 -7.46795 0.158
H 6.45818 -2.22090 -7.80761 0.172
H 5.02991 -1.53691 -7.05771 0.230
C -5.63135 -0.77852 -3.94577 0.692
O -5.83780 -1.18393 -5.07456 -0.673
N -5.14740 0.38720 -3.70501 -0.389
N -5.92575 -1.44937 -2.85557 -0.401
H -4.86127 0.90297 -4.52488 0.210
H -5.12525 0.85564 -2.81048 0.167
H -6.33635 -2.34899 -3.06098 0.230
H -5.91786 -0.91103 -2.00103 0.167
C 7.65014 0.35055 -0.47105 0.680
O 6.90976 1.29041 -0.76846 -0.680
N 7.87747 -0.16281 0.70681 -0.357
N 8.36640 -0.24286 -1.37268 -0.347
H 7.40137 0.15722 1.53808 0.213
H 8.58791 -0.87559 0.79230 0.144
H 9.00243 -0.92459 -0.98434 0.138
H 8.44214 0.07464 -2.32848 0.208
```

Output
gap between HOMO and LUMO	8.9	eV
total energy	-64748.221	eV
relative energy (zero: lowest compared OMol25 entry of this formula, charge and spin)	493.24	kJ/mol
total charge	0
spin multiplicity	1